1.
Density functional theory data (ωB97M-V/def2-TZVPD) for a structure of composition C15H23ClN2OTi at a distorted geometry.

```
! wB97M-V def2-TZVPD RIJCOSX def2/J DEFGRID3
* xyz 2 1
C 2.81271 0.49488 1.19419
C -1.46337 3.20182 -4.18839
C 2.61403 -2.22381 2.61264
H -0.47627 -1.37130 3.40271
H 3.92114 -2.43744 1.08113
C 0.25824 -2.75516 1.79515
H 3.71426 -0.03239 0.88478
H -1.76336 3.86887 -5.01902
Cl -0.72180 0.66793 -1.22139
H 2.36264 1.87721 -0.46420
H 0.32398 -3.64347 -0.24440
H -2.39355 -0.73896 1.59183
H -3.21831 3.48976 -2.12347
C -2.55881 2.30710 -3.79119
C -2.80886 1.08975 -4.57476
C 0.97525 1.86563 1.30772
C 0.96672 1.10292 2.48848
H -3.38665 0.33702 -4.01515
H 2.94045 -2.98311 4.45929
C -1.28319 -2.16053 0.24051
C -0.13765 -2.93543 0.42930
H 4.35524 -3.14619 2.60312
H -1.87919 0.60885 -4.91760
H 0.25455 2.63083 1.04225
H -0.57674 2.65372 -4.54430
H -1.13951 3.86380 -3.36978
H -3.39432 1.30627 -5.48863
H 1.11263 -3.24025 2.24850
C -1.55286 -1.40534 1.44572
C 2.15474 0.32046 2.47572
H 2.41438 -0.39597 3.24616
Ti 0.51613 -0.44138 0.58197
H -4.16376 2.00884 -2.39432
O 1.82436 -1.55608 1.70282
C -3.61126 2.81573 -2.90098
N 3.72844 -2.63249 2.05804
H -1.87582 -2.11444 -0.66578
C -0.58422 -1.73043 2.38802
H 0.27534 1.16442 3.31355
H -4.36822 3.40080 -3.45736
H 1.43518 -2.15128 4.38248
N 2.29411 -2.44933 3.90450
C 2.10318 1.46818 0.50013
*
```

Properties
orbital gap (alpha / beta) = 5.659 / 5.657 eV
E = -56574.840 eV
E_HOMO (alpha / beta) = -13.35 / -13.34 eV
largest force on an atom = 7.6 eV/A
LUMO energy (alpha / beta) = -7.7 / -7.7 eV

=====

2.
Density functional theory data (ωB97M-V/def2-TZVPD) for the ion C3H9N4O2 with charge -1 at a distorted geometry.

```
! wB97M-V def2-TZVPD RIJCOSX def2/J DEFGRID3
* xyz -1 1
H -2.10461 -0.34761 0.67331
C 1.29712 -0.72880 0.30002
O -2.55141 -1.93351 2.00128
O -1.35267 -2.09266 3.70970
N -0.76365 -0.62961 2.25561
C -0.31805 -0.32174 -1.47052
C -0.96694 -0.09819 0.92135
H -1.35500 -0.63494 -1.62988
H -0.14156 0.65882 -1.65940
H 0.23724 -0.89741 -2.10173
H -0.89598 1.69017 1.87168
H 1.51337 -1.15934 1.29455
N -0.71116 1.32019 0.98095
H 1.76671 0.28451 0.14040
H 1.76077 -1.36450 -0.35895
N -1.56645 -1.54711 2.62871
H -1.34128 1.85062 0.35735
N -0.09903 -0.73802 -0.11189
*
```

Properties
orbital gap = 7.996 eV
E = -13309.305 eV
energy relative to the best compared isomer or geometry (same formula, charge and spin) = 0.0 kJ/mol
E_HOMO = -4.19 eV
largest force on an atom = 4.4 eV/A
SMILES = CN(C)[C@H](N)N=[N+]([O-])[O-]
LUMO energy = 3.8 eV

=====

3.
Density functional theory data (ωB97M-V/def2-TZVPD) for the ion C19H26N3O8 with charge +1 at a distorted geometry.

```
! wB97M-V def2-TZVPD RIJCOSX def2/J DEFGRID3
* xyz 1 1
N -1.74432 -1.28567 -0.19510
C 0.38821 -3.08834 -3.04721
H 4.85431 1.63651 1.45406
C 0.81043 -0.06984 -4.48486
C 3.00659 0.78500 2.55912
C -0.16254 3.43926 -3.74198
O 2.49643 1.56547 3.66569
O 1.28307 -1.94693 0.51823
H -2.05663 2.32755 2.55097
H 2.81005 -0.34305 2.64101
H -2.28301 1.80105 0.49638
H 1.19094 -4.88363 1.08303
H 0.25154 -2.86741 -4.17765
N 1.94601 0.32976 -4.54421
H -2.23863 1.68746 -3.98054
C -0.53275 -1.99822 -2.29559
C -0.00087 1.26146 3.31917
H -1.84885 -0.47919 2.23656
H 1.12088 1.51463 5.25427
H -0.72209 -4.29138 -0.89195
O 0.39841 2.37257 -2.64802
H -3.24986 1.74186 3.92723
H -1.27863 -3.52496 0.67802
C 1.31205 0.98251 4.24552
H -3.41148 -0.51655 3.19631
C -2.99318 0.95518 0.20204
O -3.66590 0.31168 1.29167
O -1.23793 1.17094 4.09430
C 1.95481 -2.78793 -2.74831
C 0.88301 -3.13639 0.33952
H 0.08395 -4.16778 -2.84687
O -0.56465 -0.45116 -4.44957
C -0.59625 -3.36190 -0.24454
H 0.04822 0.46062 2.48642
C -1.78433 0.28794 -2.21259
C -2.80308 0.11626 2.44063
C -2.15454 -0.05149 -0.74081
H 2.53393 1.18987 1.58146
O 2.63025 -3.74234 -2.28579
H -1.24574 3.58869 -1.50303
C -1.01144 2.83082 -2.40912
H 5.13292 1.40321 3.26775
H 1.43112 -0.14677 4.48307
C 4.61234 0.95287 2.35022
H 0.10518 2.30030 2.81611
H -3.80862 1.44053 -0.46203
C -2.24623 1.69366 -2.83083
C -0.94202 -0.68623 -3.08575
H 5.12679 -0.05169 2.12234
H 0.94122 3.68890 -3.83208
H 2.45956 -1.76963 -2.95040
N -1.02154 -2.08826 -0.95623
O 1.78278 -4.16886 0.72477
H -0.39560 4.50390 -3.29100
C -2.38201 1.45834 3.21821
H -3.21228 2.10679 -2.38804
*
```

Properties
orbital gap = 6.388 eV
E = -40951.190 eV
E_HOMO = -11.66 eV
largest force on an atom = 6.0 eV/A
SMILES = CCOCCOCCOCc1n[n+](CC(=O)O)c(CC=O)c(OC#N)c1C[C@@H]1CO1
LUMO energy = -5.3 eV

=====

4.
Density functional theory data (ωB97M-V/def2-TZVPD) for a structure of composition C37H30AsHgN8O2S4.

```
! wB97M-V def2-TZVPD RIJCOSX def2/J DEFGRID3
* xyz -2 2
H 0.16443 -3.44086 -1.73389
C 2.57872 4.77193 -0.79795
N 4.22197 0.83504 -0.57302
C 0.93300 -4.47608 0.04051
C 3.33616 -2.52722 -1.01949
H 3.31399 4.28808 -1.43556
C 3.99948 0.16639 -4.17583
S -3.39915 4.84401 -0.02793
H 3.21506 -2.24215 0.02148
H 5.58252 -2.35958 -3.55173
H 1.93932 -4.83086 0.26395
C 1.60882 4.00382 -0.16338
C 0.94568 -3.30852 -0.98077
C -2.83323 -2.55971 -3.27615
C 2.26945 0.11910 -2.35228
C 4.52933 -2.27560 -1.68015
C -0.55907 -2.20604 3.29607
C 4.60674 0.72391 -1.91912
C -0.59689 0.45504 2.73106
H 3.34032 6.75453 -1.14083
H -2.69249 -2.75220 -4.33360
Hg -0.66747 0.68496 -0.64646
C -3.90268 -3.08253 -2.58809
C 5.30821 0.40637 -4.58060
S -3.21864 1.72626 2.51404
H -1.38903 4.07742 0.81120
H 3.23913 -0.14629 -4.87941
S -1.49913 2.58635 -2.04475
O -0.53809 2.75891 3.44004
H 5.34982 -1.80327 -1.15306
C -0.94682 -1.30761 4.30272
S -3.38862 1.20614 0.56305
As -3.50844 2.98580 -1.07824
C -3.09867 -1.98385 -0.63809
H 0.31721 -5.31490 -0.27906
N -0.31510 2.33897 1.23717
C -1.88775 -1.76137 -2.59748
N 1.35916 -0.42501 -3.15508
C -0.54899 1.88954 2.39707
H 7.27852 1.03104 -3.97728
C 2.39815 -3.40903 -3.04092
H 0.18131 4.68415 3.24253
H -0.50455 -3.27013 3.46743
H -4.63782 -3.69020 -3.10412
H -1.25216 -1.67015 5.27554
H -4.86216 -3.21429 -0.64428
H 3.68094 -3.38997 -4.76344
C 6.26330 0.82126 -3.66376
C 5.90242 0.98557 -2.32418
H 2.63826 1.12064 0.77854
C 2.59053 6.15244 -0.64132
H 5.57765 0.28245 -5.62396
N -0.23452 -0.38431 1.77208
H 1.54961 -3.81899 -3.58032
C -4.03902 -2.81891 -1.22508
C -0.60978 4.06242 2.82235
C 2.88288 0.82032 -0.23844
H -3.18621 -1.70623 0.40759
C 0.64285 4.59325 0.63710
C -0.95783 0.03046 4.01941
H -1.58698 4.49200 3.03863
C 2.25815 -3.09200 -1.69618
C -0.21209 -1.69144 2.06841
C 3.61782 0.32340 -2.83933
C 3.59400 -3.16219 -3.70717
C 0.64191 5.98299 0.76529
H 1.56440 2.94065 -0.31815
H -0.46337 -1.69275 -4.25372
N -2.06904 -1.45557 -1.29083
N 0.19095 -0.60467 -2.59742
O 0.35986 -3.90901 1.23630
C 0.27009 -2.55997 0.97342
C 1.60981 6.75681 0.13859
N 1.95909 0.48756 -1.04221
C -0.44762 3.79540 1.30518
N 0.59660 -2.15436 -0.16906
C 4.66067 -2.58952 -3.02976
H 6.63251 1.32384 -1.59529
H -0.14652 6.46062 1.33929
C -0.68619 -1.33240 -3.25193
H 4.87576 1.22690 0.07906
H 1.58650 7.83722 0.24340
H -1.26860 0.77488 4.73860
*
```

Properties
orbital gap (alpha / beta) = 4.391 / 4.563 eV
<S²> = 0.82
E = -163227.891 eV
energy relative to the best compared isomer or geometry (same formula, charge and spin) = 121.7 kJ/mol
E_HOMO (alpha / beta) = -0.34 / -0.52 eV
largest force on an atom = 0.8 eV/A
LUMO energy (alpha / beta) = 4.1 / 4.0 eV

=====

5.
Density functional theory data (ωB97M-V/def2-TZVPD) for an isolated molecule of C4H9N at a distorted geometry.

```
! wB97M-V def2-TZVPD RIJCOSX def2/J DEFGRID3
* xyz 0 1
N -1.10810 0.46517 1.10596
H -0.66930 -1.82095 -1.37286
H 0.75883 0.20299 -1.77157
C 0.45987 0.06122 -0.74973
H -1.72546 0.60104 -0.99746
H 1.25667 -0.03823 1.21563
H 2.50823 -0.05725 -0.06506
H -1.36381 1.46700 1.20610
C -0.38830 -1.20139 -0.51872
H -0.00694 -1.88931 0.28156
H 1.65733 1.56717 0.39003
H -1.99803 0.06661 1.35406
C 1.57850 0.40677 0.24855
C -0.95949 0.16915 -0.32650
*
```

Properties
orbital gap = 10.505 eV
E = -5782.699 eV
energy relative to the best compared isomer or geometry (same formula, charge and spin) = 107.4 kJ/mol
E_HOMO = -9.36 eV
largest force on an atom = 2.2 eV/A
SMILES = C[C@H]1C[C@H]1N
LUMO energy = 1.1 eV

=====

6.
Density functional theory data (ωB97M-V/def2-TZVPD) for a structure of composition CH2BrClO2S3 at a distorted geometry.

```
! wB97M-V def2-TZVPD RIJCOSX def2/J DEFGRID3
* xyz 0 1
S 2.15131 -0.14978 0.58076
H -0.23649 1.01038 -0.70769
S 0.62349 0.59591 1.67412
Cl -2.00381 0.01949 0.25762
S -1.06542 -2.32512 -0.72786
O 0.06248 -2.25306 0.21944
H -1.10154 1.93639 0.72783
C -0.58383 1.10088 0.40415
Br 3.01015 1.69249 -0.40381
O -0.85633 -1.62759 -2.02456
*
```

Properties
orbital gap = 8.152 eV
E = -120234.013 eV
energy relative to the best compared isomer or geometry (same formula, charge and spin) = 53.6 kJ/mol
E_HOMO = -9.33 eV
largest force on an atom = 3.7 eV/A
LUMO energy = -1.2 eV

=====

7.
Density functional theory data (ωB97M-V/def2-TZVPD) for a cluster of 10 separate species, C40H47F2N5O3 in total at a distorted geometry.

```
! wB97M-V def2-TZVPD RIJCOSX def2/J DEFGRID3
* xyz -1 2
C 5.12140 1.26899 -3.41964
O 2.66149 2.43942 0.69527
F 1.99000 2.82415 5.71633
H -6.44882 -0.42071 4.78548
H -3.17643 1.90388 4.28449
H 2.98257 -1.37834 -3.42255
C 3.71868 3.41526 0.62158
C 0.30851 0.09452 0.79692
N 6.06068 -0.48717 -4.69766
C -0.11688 1.93924 6.30080
C 4.93916 -2.54092 1.72802
H 5.09736 -2.23696 -4.73587
C -0.44334 -5.23564 -0.91422
C 5.65544 -2.04302 -0.84587
C 4.91619 -1.20871 -4.45963
C -0.51245 0.23184 -5.35481
C 3.96062 0.56801 -3.23574
H -1.99658 0.05192 -2.24017
C -5.89338 2.47155 -2.26411
H -2.96105 0.36037 -0.14655
C 0.13903 -0.24714 4.52269
H 2.01411 -3.44112 0.38728
C 4.44321 -1.56297 -0.40448
H -1.37360 0.51127 2.00605
H 0.25909 -1.10215 3.87389
H -8.06666 0.67714 -0.52643
H 0.36005 -0.07079 -5.93383
C 3.82529 -0.78105 -3.73793
H -4.08270 1.61431 -3.28064
C -6.37081 -0.11936 -1.58423
C -4.03052 1.46438 3.79077
C -1.88114 0.34657 -0.14648
C -0.50691 -4.72725 -2.21454
H -0.22809 4.87797 1.43887
C 1.28292 -3.72366 -0.35565
H 1.03317 3.04114 0.58850
C -4.27358 1.67837 2.43901
H -1.32624 0.65474 -5.94387
H 2.73361 1.84271 -0.05329
C -5.24666 0.17464 -2.35634
C 6.15458 0.65547 -4.04414
H 5.66488 -1.97634 -1.92376
C -5.00655 1.50553 -2.73192
C 0.43247 -3.74852 -2.62709
C -0.57678 3.85479 1.29885
H 5.25088 2.27751 -3.05563
H -3.63282 2.12384 1.69244
H -1.61184 3.84357 0.95733
H -0.29703 2.78402 6.94910
C 6.23347 -2.88488 1.24171
H -5.71198 1.26163 0.92243
H 3.08357 -1.54808 1.22468
H -0.07582 1.10702 -4.87366
H -1.10424 -6.04999 -0.65645
H -6.66491 -1.13299 -1.35520
H -0.41504 3.23878 2.18343
C -5.42429 1.10690 1.95184
C -0.96367 -0.15949 5.36268
H 1.74671 -2.22624 -1.76435
H -1.68607 -0.94596 5.20142
H 0.61129 -5.32381 0.94261
F 0.33390 -3.19465 -3.83706
H -7.10107 -0.04520 2.21597
H 0.95090 0.27856 1.64537
C -1.36007 0.19742 -1.37989
H 7.13748 1.09393 -4.13390
H 4.57725 -2.70058 2.73297
H 6.78351 -3.50526 1.93381
H -2.12282 1.06752 6.60992
H 4.47369 3.42401 1.40769
H 3.10072 0.99038 -2.73715
H -1.13979 -1.61224 -4.93520
C 4.08569 -1.79285 0.90495
N 6.49729 -2.82593 -0.10587
C -1.04522 0.27010 1.00585
N 0.86355 0.02804 -0.44220
O -0.88881 -0.83259 -4.43443
C 1.01083 1.83847 5.54809
H -4.63182 -0.59265 -2.80315
C 1.20890 0.67815 4.67226
C -6.22979 0.33337 2.72975
N -4.84879 0.75384 4.68328
C 0.47459 -4.79672 0.00993
O 0.21500 3.42917 0.26971
H -1.20750 -5.08642 -2.95384
H 4.30900 3.17494 -0.26266
H 0.46866 -0.06240 -2.50025
C -5.90948 0.20678 4.09139
H -5.71937 3.49273 -2.56958
C -1.13675 0.99344 6.17567
N -6.94091 2.20733 -1.42813
H 2.10632 0.46900 4.10897
C -7.21874 0.90242 -1.15626
H 3.77841 -0.93767 -0.98191
C 1.24150 -3.17522 -1.66144
H 3.33505 4.43065 0.52208
C -0.02484 0.01195 -1.54247
*
```

Properties
orbital gap (alpha / beta) = 2.917 / 7.137 eV
<S²> = 0.76
E = -61264.664 eV
E_HOMO (alpha / beta) = -0.42 / -4.66 eV
largest force on an atom = 3.3 eV/A
LUMO energy (alpha / beta) = 2.5 / 2.5 eV

=====

8.
Density functional theory data (ωB97M-V/def2-TZVPD) for a cluster of 2 separate species, C4H12N2 in total at a distorted geometry.

```
! wB97M-V def2-TZVPD RIJCOSX def2/J DEFGRID3
* xyz -1 2
C 0.83174 -1.02001 -1.77603
H 0.62645 -2.00169 -2.24602
N -2.12962 2.09047 1.87149
C 3.04669 -1.39879 -0.89363
H -3.89588 1.37584 1.17980
H -1.19623 1.67179 3.57577
H 1.21481 -0.42680 -2.62146
H -1.48659 0.18992 2.43135
H 3.62636 -1.29248 0.01856
C -1.57227 1.26327 2.63451
H 3.32420 -0.96010 -1.85611
N 1.64414 -1.20296 -0.60703
H -2.52093 0.94712 0.08029
H 1.43321 -0.43292 0.02574
H 3.23552 -2.48043 -1.06389
C -2.96784 1.71056 0.73191
H -3.04868 2.58518 0.08551
H -0.16508 -0.61796 -1.57076
*
```

Properties
orbital gap (alpha / beta) = 2.777 / 9.153 eV
<S²> = 0.75
E = -7319.503 eV
energy relative to the best compared isomer or geometry (same formula, charge and spin) = 175.5 kJ/mol
E_HOMO (alpha / beta) = 1.31 / -5.12 eV
largest force on an atom = 2.0 eV/A
LUMO energy (alpha / beta) = 4.1 / 4.0 eV

=====

Number 5 is which compound? C4H9N

=====

Which of these has the lowest largest force on an atom? C37H30AsHgN8O2S4